1.
Computed, not measured: 6 unconnected molecules or ions with the total composition C43H80F4N3O22S5 in a non-equilibrium geometry, with wB97M-V/def2-TZVPD.

The total charge is +1. The multiplicity is 1. The calculation puts the HOMO-LUMO gap at 8.59 eV. Its LUMO energy is -2.91 eV.

Element x y z (Å)
C: 4.0756 0.9440 -4.6573
C: 3.3954 0.2623 -3.7458
C: 2.2157 -0.2814 -2.7236
C: 3.1232 -0.2133 -1.4075
F: 4.4963 -0.6677 -1.6679
F: 3.3943 1.1748 -1.0231
C: 2.6693 -0.9392 -0.0670
F: 2.6426 0.0266 1.0296
F: 3.7425 -1.8456 0.3582
N: 1.9988 -1.6186 -3.4593
C: 2.9141 -2.7955 -3.2390
C: 2.7778 -3.7044 -1.9527
C: 2.6379 -5.2592 -2.4431
O: 3.4263 -5.7748 -3.3193
O: 1.6125 -6.1490 -1.9428
C: 0.5232 -1.8882 -3.8052
C: -0.2815 -3.0976 -3.1914
C: -0.6604 -3.1420 -1.6391
C: -2.2627 -2.9340 -1.3174
C: -2.5832 -1.6240 -0.4324
O: -3.3864 -0.7222 -1.2571
C: -4.6581 -0.4245 -0.6712
C: -5.0822 1.1194 -0.3359
O: -5.5670 -1.2939 -0.4111
C: -0.0896 -0.3529 -3.9260
C: 0.2728 0.0636 -5.4741
O: -0.4053 1.2454 -5.9639
O: 0.4900 1.8208 -6.8243
N: -1.5163 -0.6703 -3.6819
C: -2.2864 -1.0545 -4.9232
C: -3.7769 -1.6362 -4.5467
C: 0.7660 0.5118 -2.7888
C: -0.0436 0.5666 -1.3578
C: 0.3365 1.6961 -0.3074
C: -0.8663 2.7778 0.0089
O: -0.7346 3.3440 1.3628
C: 0.7434 2.1197 -3.1083
C: -0.7191 2.6946 -3.3120
C: -0.7085 4.2228 -3.5842
C: 0.6386 4.9635 -3.6140
N: 1.9861 4.5304 -3.3922
C: 1.9119 3.1079 -3.1493
H: 4.9969 1.3056 -5.2612
H: 1.7245 -1.5753 -0.0826
H: 2.3268 -1.3823 -4.4377
H: 2.7227 -3.4877 -4.1636
H: 4.0351 -2.4972 -3.3658
H: 3.8084 -3.6980 -1.4022
H: 2.0065 -3.4398 -1.1549
H: 2.1046 -7.0166 -1.8537
H: 0.6694 -2.2898 -4.8993
H: 0.3549 -4.0560 -3.4138
H: -1.2670 -3.3152 -3.7787
H: 0.0163 -2.5432 -0.9254
H: -0.4879 -4.2506 -1.2998
H: -2.8307 -2.9844 -2.3181
H: -2.6583 -3.8438 -0.7017
H: -1.6710 -1.1360 0.0695
H: -3.2768 -1.9561 0.4465
H: -5.7431 1.4477 -1.2406
H: -5.7869 1.1819 0.5835
H: -4.1805 1.8238 -0.2544
H: 0.0601 -0.7699 -6.2408
H: 1.4135 0.2890 -5.6041
H: 0.2421 2.7779 -6.8272
H: -2.0908 0.0854 -3.2955
H: -2.5229 -0.1412 -5.6118
H: -1.7458 -1.8703 -5.5252
H: -4.4358 -1.4610 -5.4846
H: -3.7745 -2.7613 -4.3228
H: -4.2752 -1.0225 -3.6960
H: -1.1958 0.6779 -1.5073
H: 0.0892 -0.4520 -0.8505
H: 0.4537 1.1708 0.7316
H: 1.2723 2.3212 -0.4529
H: -0.6901 3.6796 -0.7118
H: -1.9104 2.3508 -0.2018
H: 0.1114 3.8602 1.3186
H: -1.7086 2.1422 -3.2722
H: -1.6996 4.7727 -3.7604
H: 0.5613 6.1000 -3.8635
H: 2.9794 2.6980 -2.9254
O: 1.6709 7.5571 -5.1089
S: 2.8214 8.4259 -5.0796
O: 2.8279 9.6491 -4.3200
O: 3.2761 8.7517 -6.5980
C: 2.3211 9.3483 -7.4792
C: 2.0699 10.8057 -7.1368
C: 4.2403 7.4803 -4.6024
H: 1.3888 8.7755 -7.4768
H: 2.7355 9.2870 -8.4888
H: 1.6021 10.9083 -6.1548
H: 1.4053 11.2682 -7.8702
H: 3.0103 11.3622 -7.1062
H: 4.2739 6.5628 -5.1902
H: 4.1374 7.2430 -3.5425
H: 5.1350 8.0819 -4.7611
O: -5.8254 1.2888 4.1615
S: -5.2040 0.1879 4.8528
O: -3.8740 -0.2631 4.5195
O: -6.2062 -1.0818 4.8337
C: -6.6488 -1.5745 3.5674
C: -5.5442 -2.3086 2.8305
C: -5.2512 0.5035 6.5944
H: -7.0546 -0.7592 2.9610
H: -7.4685 -2.2705 3.7629
H: -4.7269 -1.6331 2.5652
H: -5.9212 -2.7511 1.9056
H: -5.1203 -3.0979 3.4574
H: -6.2578 0.8143 6.8748
H: -4.5394 1.3033 6.8044
H: -4.9568 -0.4019 7.1258
O: 4.4304 -5.4720 0.1807
S: 4.9858 -5.2848 1.5007
O: 6.3362 -4.8257 1.6948
O: 4.7640 -6.6357 2.3621
C: 5.2943 -7.8618 1.8509
C: 6.8066 -7.9164 1.9701
C: 3.9125 -4.2304 2.4341
H: 4.9737 -8.0148 0.8159
H: 4.8617 -8.6701 2.4460
H: 7.2823 -7.1580 1.3437
H: 7.1862 -8.8912 1.6555
H: 7.1192 -7.7269 3.0002
H: 2.8852 -4.5809 2.3288
H: 4.0078 -3.2228 2.0312
H: 4.2265 -4.2420 3.4775
O: -2.6470 -1.7595 8.1770
S: -2.2274 -2.5026 7.0154
O: -3.1419 -3.3392 6.2796
O: -0.9130 -3.3710 7.3903
C: -0.9993 -4.2977 8.4752
C: -1.8238 -5.5191 8.1105
C: -1.4631 -1.3911 5.8701
H: -1.3964 -3.8052 9.3678
H: 0.0208 -4.6143 8.7075
H: -2.8672 -5.2534 7.9251
H: -1.8079 -6.2542 8.9186
H: -1.4418 -5.9838 7.1976
H: -0.7406 -0.7695 6.4004
H: -2.2513 -0.7690 5.4412
H: -0.9799 -1.9706 5.0837
O: 1.2269 4.7104 5.6591
S: 0.4335 3.8098 6.4558
O: 0.7622 2.4115 6.5734
O: -1.1190 3.9454 6.0182
C: -1.4594 3.7103 4.6501
C: -1.3835 2.2370 4.2955
C: 0.2800 4.4737 8.0903
H: -0.8247 4.3085 3.9900
H: -2.4868 4.0567 4.5116
H: -0.3588 1.8636 4.3666
H: -1.7280 2.0647 3.2740
H: -1.9922 1.6426 4.9827
H: -0.0021 5.5247 8.0252
H: 1.2505 4.3754 8.5787
H: -0.4679 3.8991 8.6361



2.
Computed, not measured: 3 unconnected molecules or ions with the total composition C20H21BClFO7 in a non-equilibrium geometry, with wB97M-V/def2-TZVPD.

The multiplicity is 1. The calculation puts the HOMO-LUMO gap at 8.27 eV. Its SMILES is CC(=O)OCCCCB(F)CC(=O)Cl.O=C1C=CC(=O)C=C1.O=C1C=CC(=O)C=C1. Its LUMO energy is -1.58 eV.

Element x y z (Å)
C: -3.9836 4.0686 1.1330
C: -3.1456 2.7511 1.1755
O: -2.1671 2.6907 0.4771
O: -3.5549 1.7183 1.9554
C: -2.7049 0.5530 1.7849
C: -3.1808 -0.6227 2.7159
C: -3.4122 -0.1434 4.1946
C: -2.5064 -0.8588 5.2615
B: -0.9934 -0.3690 5.2921
F: -0.6594 0.9320 5.0243
C: 0.1558 -1.4285 5.6919
C: 1.2700 -1.5484 4.6066
O: 2.3972 -1.3470 4.8051
Cl: 0.6607 -2.0842 2.9757
H: -4.8424 4.0014 0.4339
H: -3.3217 4.9021 0.8156
H: -4.2978 4.2892 2.1843
H: -1.6380 0.7873 1.9982
H: -2.8371 0.2142 0.7282
H: -4.1841 -0.9163 2.3097
H: -2.5267 -1.5178 2.6226
H: -3.3414 0.9666 4.3060
H: -4.4740 -0.3858 4.4616
H: -2.6044 -1.9722 5.1915
H: -2.9359 -0.5962 6.2726
H: 0.6201 -1.1668 6.6727
H: -0.3064 -2.4470 5.7451
O: -1.4318 -1.0023 -1.8915
C: -0.3928 -0.4229 -1.6402
C: 0.9206 -1.0126 -1.9906
C: 2.0572 -0.3781 -1.7121
C: 2.0570 0.9441 -1.0422
O: 3.0959 1.5222 -0.7916
C: 0.7438 1.5325 -0.6925
C: -0.3933 0.8984 -0.9708
H: 0.9029 -1.9787 -2.4801
H: 3.0260 -0.7944 -1.9601
H: 0.7609 2.4985 -0.2029
H: -1.3607 1.3147 -0.7227
O: 4.2681 0.0481 -8.5879
C: 4.1661 -0.4930 -7.5070
C: 3.9367 -1.9528 -7.3960
C: 3.8228 -2.5457 -6.2094
C: 3.9220 -1.7721 -4.9503
O: 3.8198 -2.3141 -3.8680
C: 4.1514 -0.3126 -5.0605
C: 4.2654 0.2805 -6.2470
H: 3.8675 -2.5025 -8.3262
H: 3.6543 -3.6105 -6.1088
H: 4.2207 0.2375 -4.1299
H: 4.4338 1.3452 -6.3472



3.
Computed, not measured: 5 unconnected molecules or ions with the total composition C31H42F3N3O17P in a non-equilibrium geometry, with wB97M-V/def2-TZVPD.

The total charge is +1. The multiplicity is 1. The calculation puts the HOMO-LUMO gap at 5.43 eV. Its LUMO energy is -5.94 eV.

Element x y z (Å)
C: -2.1876 3.8077 4.5656
C: -2.9634 2.5133 5.2589
O: -2.4552 1.2051 4.8027
C: -2.7677 1.0197 3.3513
C: -1.3087 0.9043 2.5840
O: -1.4181 1.0774 1.0976
C: -1.9211 -0.2639 0.6502
C: -3.5276 -0.4881 0.3520
P: -4.8635 0.9177 0.4884
N: -4.1912 2.4145 0.4722
N: -4.0195 -1.8600 -0.0582
C: -3.1617 -3.0891 -0.2663
C: -1.5282 -2.9776 -0.0032
O: -0.6885 -4.1957 -0.1896
C: -0.7746 -4.8647 1.1454
N: -0.7864 -5.3796 2.3574
C: -0.8668 -1.5453 0.4481
C: 0.7504 -1.2793 0.7061
O: 1.4892 -2.0054 1.5842
O: 1.5075 -0.1879 0.0074
C: 1.0699 -0.1407 -1.4149
C: 2.1102 0.6457 -2.4095
C: 2.9308 -0.3709 -3.4499
F: 3.3423 -1.7419 -2.9852
C: 3.2691 -0.0317 -4.8613
F: 3.5601 1.3350 -5.3593
F: 3.3244 -1.1548 -5.8637
H: -1.5165 4.3915 5.3316
H: -1.4912 3.5081 3.6664
H: -3.0578 4.4776 4.0985
H: -4.1298 2.5826 5.1479
H: -2.7028 2.5784 6.4188
H: -3.4467 1.8923 2.9631
H: -3.3497 0.0016 3.2736
H: -0.8684 -0.1658 2.8728
H: -0.5043 1.6786 3.0059
H: -5.6738 0.7404 1.6892
H: -5.6887 0.8013 -0.6995
H: -4.4435 2.9475 1.3334
H: -5.0615 -1.9734 -0.2148
H: -3.6384 -4.1221 -0.6243
H: 0.0216 0.4220 -1.3983
H: 0.9323 -1.2746 -1.7382
H: 2.9421 1.2522 -1.8385
H: 1.5125 1.4420 -3.0529
C: -1.8811 -2.9221 -6.0087
C: -2.1964 -2.4223 -4.6119
C: -3.4593 -1.6198 -4.5339
O: -3.2106 -0.7513 -3.4446
C: -1.8570 -0.5948 -3.3739
O: -1.2932 0.2426 -2.6871
O: -1.2131 -1.4969 -4.1750
H: -2.7715 -3.3188 -6.5055
H: -1.4456 -2.1305 -6.6286
H: -1.1371 -3.7248 -5.9589
H: -2.2141 -3.2603 -3.9043
H: -4.3330 -2.2472 -4.3338
H: -3.6518 -1.0152 -5.4270
C: -8.0684 -5.2605 -4.0435
C: -6.9523 -4.7247 -3.1675
C: -7.3775 -4.4496 -1.7573
O: -6.5033 -3.4081 -1.3651
C: -6.1482 -2.7491 -2.5059
O: -5.5689 -1.6746 -2.5313
O: -6.5280 -3.4477 -3.6184
H: -8.6543 -6.0264 -3.5266
H: -8.7372 -4.4586 -4.3754
H: -7.6483 -5.7117 -4.9492
H: -6.0891 -5.4009 -3.1972
H: -7.2486 -5.3234 -1.1115
H: -8.4094 -4.0920 -1.6711
C: 3.4550 0.2379 1.9582
C: 4.5712 0.7737 2.8342
C: 4.1460 1.0488 4.2444
O: 5.0201 2.0904 4.6366
C: 5.3753 2.7494 3.4958
O: 5.9546 3.8239 3.4704
O: 4.9954 2.0507 2.3833
H: 2.8691 -0.5280 2.4751
H: 2.7862 1.0399 1.6263
H: 3.8752 -0.2133 1.0526
H: 5.4343 0.0975 2.8045
H: 4.2748 0.1751 4.8902
H: 3.1141 1.4065 4.3306
C: 9.3181 3.7093 3.2720
C: 9.3999 4.9641 2.4240
C: 9.0288 4.7425 0.9894
O: 9.7807 5.7342 0.3155
C: 10.8717 5.9900 1.0940
O: 11.8406 6.6397 0.7336
O: 10.7401 5.4216 2.3308
H: 8.4091 3.1383 3.0604
H: 10.1914 3.0653 3.1199
H: 9.3084 3.9768 4.3344
H: 8.7969 5.7639 2.8711
H: 7.9584 4.8868 0.8149
H: 9.3229 3.7592 0.6060



4.
Computed, not measured: a molecular structure, C19H46Cu2N3O9 in a non-equilibrium geometry, with wB97M-V/def2-TZVPD.

The total charge is +3. The multiplicity is 3. The calculation puts the HOMO-LUMO gap (spin up / spin down) at 6.40 / 3.38 eV. Its LUMO energy (spin up / spin down) is -8.81 / -11.82 eV.

Element x y z (Å)
Cu: 4.6987 -2.6226 0.6950
Cu: 2.5156 -1.6441 -2.9008
O: 0.9266 -0.5530 1.1580
C: 1.7331 -1.0776 0.2748
O: 1.5465 -0.8353 -0.9249
O: 2.7050 -1.6985 0.6103
H: 1.2453 -0.6446 2.0589
C: 4.0279 -2.3080 -5.7934
O: 3.5134 -1.2954 -4.8820
C: 3.7224 0.0365 -5.3090
C: 2.9180 1.1247 -4.4310
N: 1.8534 0.4393 -3.6020
C: 0.7733 0.1221 -4.4959
C: -0.2225 -0.7414 -3.8281
O: 0.3542 -1.9685 -3.3505
C: -0.4546 -2.8720 -2.6198
H: 5.1087 -2.2166 -5.9010
H: 3.6441 -2.1517 -6.8016
H: 3.5985 -3.2995 -5.6496
H: 3.4346 -0.0617 -6.3557
H: 4.7874 0.2279 -5.4405
H: 2.5320 1.9408 -5.0418
H: 3.5794 1.6684 -3.7565
H: 1.4428 1.1905 -3.0659
H: 1.1450 -0.4356 -5.3555
H: 0.3177 1.0628 -4.8051
H: -0.9039 -1.2038 -4.5422
H: -0.6967 -0.3134 -2.9449
H: -1.5280 -2.8721 -2.8095
H: -0.2670 -2.5146 -1.6072
H: 0.0089 -3.8509 -2.7424
C: -4.2501 -0.1056 -1.7553
O: -2.9686 -0.6659 -1.5406
C: -2.3484 -0.3883 -0.2984
C: -1.9495 1.0531 0.0061
N: -0.8231 1.4994 -0.8512
C: -0.4063 2.7278 -0.3245
C: 0.5781 3.4642 -1.2422
O: 1.7218 2.8089 -1.6761
C: 2.7560 2.5811 -0.7532
H: -4.9716 -0.6151 -1.1166
H: -4.5794 -0.2693 -2.7814
H: -4.2982 0.9668 -1.5664
H: -1.4423 -0.9356 -0.0387
H: -3.1090 -0.7987 0.3659
H: -1.8117 1.2616 1.0671
H: -2.8031 1.6588 -0.2980
H: -0.1082 0.7913 -0.7637
H: 0.2133 2.5694 0.5582
H: -1.1886 3.4864 -0.3486
H: 0.7949 4.4194 -0.7640
H: 0.1229 3.7647 -2.1859
H: 3.7171 2.2826 -1.1718
H: 2.4889 1.7462 -0.1053
H: 2.8723 3.3341 0.0263
C: 1.2765 -2.2667 3.9001
O: 1.7328 -0.8995 4.0342
C: 0.6377 -0.0469 4.4675
C: -0.3050 -0.5546 5.5544
N: -1.2988 0.5475 5.7867
C: -2.3781 0.1098 6.6430
C: -3.5993 1.0483 6.3535
O: -3.7165 1.2677 4.9382
C: -4.4456 0.2370 4.1507
H: 1.0729 -2.8203 4.8167
H: 2.1710 -2.7964 3.5724
H: 0.5163 -2.4377 3.1379
H: 0.2370 0.1009 3.4647
H: 1.0745 0.8905 4.8120
H: 0.2122 -0.9797 6.4147
H: -0.8073 -1.4270 5.1364
H: -1.8539 0.8732 5.0082
H: -2.3035 -0.0394 7.7202
H: -2.5825 -0.9178 6.3424
H: -3.3360 2.0368 6.7299
H: -4.4869 0.7523 6.9127
H: -5.5070 0.3342 4.3789
H: -4.2106 -0.8106 4.3388
H: -4.3669 0.5291 3.1035



5.
Computed, not measured: a single C3H7NOS2 molecule in a non-equilibrium geometry, with wB97M-V/def2-TZVPD.

The multiplicity is 1. The calculation puts the HOMO-LUMO gap at 8.75 eV. Its SMILES is CSC(=S)N(C)O. Its LUMO energy is 0.43 eV.

Element x y z (Å)
C: -0.8682 2.2258 -0.0941
S: -0.8143 1.1466 -1.5563
C: 0.2665 -0.1833 -1.1319
S: 1.2193 -0.8573 -2.2965
N: 0.2638 -0.6335 0.1473
C: 1.0624 -1.7547 0.6107
O: -0.8211 -0.3572 0.9581
H: 0.1178 2.2346 0.3645
H: -1.1125 3.2150 -0.4700
H: -1.6012 1.9247 0.6652
H: 0.6891 -2.6995 0.2060
H: 2.1195 -1.6049 0.2552
H: 1.0332 -1.7741 1.7084
H: -1.5542 -0.8823 0.6335



6.
Computed, not measured: 2 unconnected molecules or ions with the total composition C4H12, with wB97M-V/def2-TZVPD.

The multiplicity is 1. The calculation puts the HOMO-LUMO gap at 12.87 eV. Its SMILES is CC.CC. Its LUMO energy is 1.17 eV.

Element x y z (Å)
C: -0.5466 0.9564 1.5781
C: 0.0205 1.1998 2.9850
H: 0.2275 0.9552 0.8052
H: -1.1147 0.0291 1.5649
H: -1.1845 1.7905 1.2772
H: -0.4441 0.5529 3.7367
H: -0.1197 2.2298 3.3053
H: 1.0879 1.0110 3.0476
C: -0.0707 -0.9385 -1.6073
C: 0.5577 -1.2357 -2.9721
H: 0.6239 -1.2025 -0.8034
H: -0.2857 0.1200 -1.5164
H: -0.9615 -1.5595 -1.4448
H: 1.2471 -2.0723 -2.9212
H: 1.1662 -0.3929 -3.3135
H: -0.2031 -1.4434 -3.7214



7.
Computed, not measured: a single C5H13NOSi molecule in a non-equilibrium geometry, with wB97M-V/def2-TZVPD.

The multiplicity is 1. The calculation puts the HOMO-LUMO gap at 10.32 eV. Its SMILES is CC(=O)N(C)[SiH](C)C. Its LUMO energy is 0.79 eV.

Element x y z (Å)
C: -2.5832 -0.9196 0.0309
C: -1.0250 -0.7327 -0.0013
O: -0.1904 -1.5980 -0.2553
N: -0.5707 0.5291 0.1442
C: -1.4476 1.8043 0.2007
Si: 1.3176 0.2688 0.0764
C: 2.0987 -0.8809 1.4294
C: 1.8413 -0.0469 -1.6992
H: -3.0015 -0.1896 -0.6679
H: -2.7813 -0.6028 1.0435
H: -2.7601 -1.9008 -0.3687
H: -2.5492 1.6507 0.2526
H: -1.2113 2.4028 1.0072
H: -1.2198 2.4263 -0.6197
H: 1.9216 1.4399 0.5711
H: 2.4459 -1.8542 1.0329
H: 2.8480 -0.3416 1.8591
H: 1.2846 -0.9760 2.0445
H: 2.3046 0.7776 -2.0733
H: 2.4048 -0.9777 -1.7416
H: 0.8731 -0.2788 -2.2657



8.
Computed, not measured: a single C25H23NO3 molecule in a non-equilibrium geometry, with wB97M-V/def2-TZVPD.

The multiplicity is 1. The calculation puts the HOMO-LUMO gap at 8.89 eV. Its SMILES is CCOC(=O)[C@@](C#N)(c1ccccc1)[C@H](c1ccccc1)c1ccc(OC)cc1. Its LUMO energy is 0.51 eV.

Element x y z (Å)
C: 4.4407 -0.2752 4.0733
C: 3.1135 0.4004 4.1771
O: 2.2222 -0.4266 3.3285
C: 1.1098 0.2460 3.0376
O: 0.9023 1.4029 3.4172
C: 0.2164 -0.5334 2.0608
C: 0.5664 -1.9430 2.2091
N: 0.7582 -3.0993 2.2114
C: -1.2294 -0.3880 2.6173
C: -1.7144 0.7265 3.3089
C: -3.0514 0.8665 3.6718
C: -3.9813 -0.1135 3.3791
C: -3.4847 -1.2710 2.7683
C: -2.1295 -1.4576 2.4375
C: 0.7643 -0.3478 0.4796
C: -0.3393 -0.6835 -0.4871
C: -1.3965 0.2106 -0.6356
C: -2.5119 -0.1612 -1.3954
C: -2.6165 -1.4083 -2.0167
C: -1.5740 -2.3029 -1.8229
C: -0.4811 -1.9685 -1.0244
C: 2.1515 -0.8103 0.0295
C: 3.3071 -0.3455 0.6882
C: 4.5788 -0.8039 0.3468
C: 4.7739 -1.7694 -0.6744
O: 6.0280 -2.3085 -0.7306
C: 6.3291 -3.3101 -1.7178
C: 3.6618 -2.0796 -1.4876
C: 2.4029 -1.5661 -1.1307
H: 5.1168 0.2629 4.7329
H: 4.3963 -1.3358 4.3330
H: 4.8321 -0.1919 3.0583
H: 2.6846 0.4214 5.2018
H: 3.1134 1.4130 3.7333
H: -1.0136 1.4887 3.6371
H: -3.3848 1.7783 4.1317
H: -5.0576 0.0038 3.6052
H: -4.1692 -2.0437 2.4465
H: -1.7897 -2.4564 2.0925
H: 0.8172 0.7072 0.7879
H: -1.3295 1.2060 -0.1667
H: -3.3469 0.5254 -1.4337
H: -3.4910 -1.6643 -2.6160
H: -1.6373 -3.2936 -2.2511
H: 0.3112 -2.7088 -0.8917
H: 3.2528 0.5328 1.3521
H: 5.4616 -0.4802 0.9110
H: 7.3797 -3.5267 -1.5185
H: 5.7148 -4.2144 -1.6008
H: 6.1960 -2.9325 -2.7406
H: 3.7743 -2.7349 -2.3588
H: 1.6293 -1.7465 -1.8754



9.
Computed, not measured: a single CHN3OS molecule in a non-equilibrium geometry, with wB97M-V/def2-TZVPD.

The multiplicity is 1. The calculation puts the HOMO-LUMO gap at 7.80 eV. Its LUMO energy is -1.63 eV.

Element x y z (Å)
C: 0.3797 0.0961 0.1502
N: 1.3064 -0.7869 0.1601
N: 0.7956 1.4366 -0.0295
N: 1.9873 1.6502 -0.0354
O: 3.8123 -0.6371 -0.5839
S: 2.8111 -0.1173 0.3362
H: -0.6161 0.1689 0.2354